Record 1
This record from the OMol25 dataset describes C24H24ClGaNP as an isolated structure. The level of theory is the ωB97M-V functional and the def2-TZVPD basis.

```
52
C24H24ClGaNP | the OMol25 dataset | the ωB97M-V functional and the def2-TZVPD basis
Ga 1.08 -0.35 1.33
Cl 3.28 -0.36 1.53
P -0.01 -0.01 -1.05
C -0.73 1.51 -1.78
C -1.96 1.56 -2.46
C -2.47 2.76 -2.98
C -1.80 3.96 -2.78
C -0.64 3.95 -2.00
C -0.12 2.75 -1.50
C 1.48 -0.25 -2.08
C 2.20 -1.44 -1.86
C 3.52 -1.59 -2.28
C 4.17 -0.56 -2.95
C 3.46 0.61 -3.23
C 2.12 0.76 -2.81
C -0.97 -1.34 -1.87
C -1.62 -2.27 -1.03
C -2.42 -3.28 -1.59
C -2.61 -3.35 -2.98
C -1.98 -2.43 -3.80
C -1.17 -1.43 -3.25
H 1.70 -2.27 -1.33
H 3.99 -2.56 -2.14
H 5.17 -0.71 -3.35
H 3.89 1.41 -3.83
H 1.59 1.69 -3.04
H -2.53 0.63 -2.61
H -3.35 2.70 -3.63
H -2.12 4.88 -3.28
H -0.09 4.87 -1.82
H 0.77 2.75 -0.86
H -1.50 -2.12 0.05
H -2.95 -3.99 -0.95
H -3.28 -4.11 -3.39
H -2.12 -2.43 -4.88
H -0.73 -0.67 -3.89
H -2.97 0.99 1.50
H -3.03 0.27 1.61
C 0.58 -0.10 7.50
C 0.38 -0.07 6.01
C 0.89 1.02 5.31
C 0.80 1.01 3.92
N 0.21 -0.02 3.28
C -0.43 -1.02 3.95
C -0.35 -1.07 5.36
H 1.66 -0.13 7.77
H 0.14 0.83 7.95
H 0.04 -1.00 7.83
H 1.39 1.82 5.82
H 1.23 1.79 3.30
H -0.96 -1.72 3.30
H -0.83 -1.87 5.93
```

Total charge ... +2
Lowest unoccupied orbital energy ... -8.703 eV
E_tot ... -3709.44432 Ha
HOMO energy ... -0.5377 Ha

Record 2
This record from the OMol25 dataset describes C21H56AsF6O21S7 as an isolated structure. The level of theory is the ωB97M-V functional and the def2-TZVPD basis.

```
112
C21H56AsF6O21S7 | the OMol25 dataset | the ωB97M-V functional and the def2-TZVPD basis
As -0.11 0.66 0.04
F -0.41 2.12 1.04
F 1.39 0.32 1.06
F 0.23 -0.82 -0.90
F -1.61 1.03 -0.98
F 0.93 1.54 -1.14
F -1.13 -0.22 1.23
O -3.46 -4.94 -1.93
S -2.30 -4.12 -2.12
O -0.95 -4.53 -1.80
O -2.37 -3.79 -3.76
C -1.46 -2.84 -4.42
C -2.10 -2.39 -5.76
C -2.67 -2.40 -1.49
H -0.46 -3.26 -4.49
H -1.41 -1.92 -3.83
H -3.13 -2.01 -5.72
H -1.92 -3.15 -6.52
H -1.61 -1.51 -6.18
H -2.99 -2.44 -0.45
H -3.63 -2.05 -1.88
H -1.84 -1.74 -1.74
O -4.24 -1.00 5.98
S -2.98 -1.24 5.29
O -1.81 -1.51 6.11
O -3.18 -2.48 4.12
C -2.04 -3.15 3.55
C -2.20 -3.27 1.99
C -2.74 0.22 4.20
H -1.98 -4.13 4.02
H -1.12 -2.60 3.75
H -1.44 -3.65 1.31
H -2.39 -2.21 1.79
H -3.08 -3.89 1.83
H -3.08 -0.02 3.19
H -1.68 0.48 4.24
H -3.12 1.13 4.67
O 4.38 -4.39 -1.97
S 3.95 -3.18 -1.29
O 4.76 -2.61 -0.23
O 3.72 -1.99 -2.45
C 3.65 -0.54 -2.06
C 4.57 0.21 -3.04
C 2.26 -3.39 -0.51
H 4.01 -0.28 -1.06
H 2.58 -0.33 -2.04
H 5.62 -0.09 -3.01
H 4.51 1.28 -2.87
H 4.19 0.03 -4.05
H 2.58 -4.04 0.31
H 1.56 -3.75 -1.26
H 1.89 -2.46 -0.06
O -7.21 3.32 -2.20
S -6.95 2.47 -3.38
O -6.14 3.00 -4.50
O -6.23 1.11 -2.76
C -5.06 1.32 -2.05
C -5.03 0.33 -0.92
C -8.54 1.79 -3.99
H -4.93 2.29 -1.58
H -4.24 1.21 -2.76
H -5.62 -0.56 -1.15
H -5.66 0.55 -0.06
H -4.03 -0.05 -0.69
H -8.32 0.84 -4.50
H -8.89 2.48 -4.76
H -9.16 1.66 -3.11
O 5.22 1.81 3.75
S 4.29 2.83 3.26
O 4.21 4.21 3.85
O 4.67 3.05 1.58
C 5.06 1.88 0.84
C 5.80 2.48 -0.31
C 2.54 2.28 3.08
H 4.14 1.43 0.48
H 5.61 1.19 1.48
H 5.98 1.69 -1.04
H 6.80 2.83 -0.03
H 5.32 3.36 -0.73
H 2.03 2.95 3.77
H 2.47 1.25 3.44
H 2.12 2.18 2.08
O 5.97 -0.75 5.66
S 5.51 -1.87 4.82
O 5.04 -3.05 5.51
O 4.37 -1.29 3.84
C 3.42 -2.14 3.14
C 2.29 -2.82 3.95
C 6.84 -2.23 3.56
H 4.05 -2.94 2.76
H 2.90 -1.56 2.38
H 1.72 -2.03 4.44
H 2.69 -3.41 4.77
H 1.60 -3.44 3.37
H 6.86 -1.42 2.83
H 6.64 -3.18 3.08
H 7.80 -2.29 4.08
O -2.29 6.97 -2.29
S -2.26 5.66 -1.59
O -3.09 4.56 -1.98
O -0.76 5.18 -1.81
C -0.39 3.79 -1.89
C -0.86 3.15 -3.17
C -2.39 5.74 0.30
H -0.89 3.37 -1.02
H 0.70 3.76 -1.98
H -0.28 2.26 -3.40
H -0.74 3.85 -4.00
H -1.92 2.93 -3.15
H -2.05 4.80 0.74
H -3.33 6.16 0.66
H -1.54 6.38 0.57
```

Total charge ... -1
Lowest unoccupied orbital energy ... 1.650 eV
Relative energy (zero: lowest compared OMol25 entry of this formula, charge and spin) ... 6.239 eV
E_tot ... -8036.06642 Ha
HOMO energy ... -0.3338 Ha

no.,orbital gap (eV)
1,5.929
2,10.734